one:
The following is a quantum chemistry calculation of a single C5H5NO molecule, from the OMol25 dataset.

The geometry in ORCA input format:
```
! RIJCOSX wB97M-V def2-TZVPD def2/J DEFGRID3
* xyz 0 1
C 0.877 -0.141 0.352
C 1.797 0.498 1.058
C -0.342 0.693 0.302
C 0.121 1.906 1.208
C -1.615 -0.787 -1.126
N -1.454 0.351 -0.334
O 1.272 1.633 1.600
H 1.283 -0.891 -0.347
H 2.725 0.014 1.271
H -0.863 -0.743 -1.906
H -1.266 -1.564 -0.499
H -2.536 -0.967 -1.578
*
```

***

two:
The following is a quantum chemistry calculation of a single C5H5NO molecule, from the OMol25 dataset.

The geometry in ORCA input format:
```
! RIJCOSX wB97M-V def2-TZVPD def2/J DEFGRID3
* xyz 0 1
N 0.049 -1.581 2.277
C -0.562 -1.065 1.442
C -1.099 -0.346 0.286
O -1.004 1.063 0.464
C 0.029 1.247 -0.446
C 1.150 0.295 -0.386
C -0.063 -0.472 -0.795
H -2.127 -0.612 0.014
H 0.153 2.316 -0.682
H 1.754 0.442 -1.285
H 1.753 0.112 0.504
H -0.032 -1.398 -1.392
*
```

Results
structure (SMILES) = N#C[C@H]1O[C@H]2C[C@H]21

***

The relative energies come out as one 34.8; two 0.0, with values in kcal/mol.

***

one:
The following is a quantum chemistry calculation of a molecular structure, C5H5NO, from the OMol25 dataset.

The geometry in ORCA input format:
```
! RIJCOSX wB97M-V def2-TZVPD def2/J DEFGRID3
* xyz 0 1
N 2.794 -0.195 0.298
C 2.185 0.821 0.241
C 0.942 -0.236 0.267
O 0.098 -0.088 1.395
C -1.014 -0.343 0.527
C -1.240 0.807 -0.385
C -0.179 -0.203 -0.730
H 1.403 -1.215 0.245
H -1.728 -1.100 0.839
H -2.126 0.742 -1.016
H -0.980 1.806 -0.050
H -0.156 -0.797 -1.632
*
```

***

two:
The following is a quantum chemistry calculation of 2 unconnected molecules or ions with the total composition C5H5NO, from the OMol25 dataset.

The geometry in ORCA input format:
```
! RIJCOSX wB97M-V def2-TZVPD def2/J DEFGRID3
* xyz 0 1
C 1.412 0.302 -0.014
C 0.168 -0.018 -0.205
C -0.968 0.901 0.049
C -2.102 0.219 0.311
C -0.638 -1.296 -0.073
H 3.358 -0.057 -0.418
H 1.940 1.304 -0.317
H -0.818 2.006 0.023
H -3.036 0.648 0.389
H 0.075 -2.134 -0.141
N -1.888 -1.217 0.021
O 2.497 -0.659 0.375
*
```

***

three:
The following is a quantum chemistry calculation of a single C5H5NO molecule, from the OMol25 dataset.

The geometry in ORCA input format:
```
! RIJCOSX wB97M-V def2-TZVPD def2/J DEFGRID3
* xyz 0 1
C 1.293 -1.237 0.529
C 0.277 -0.508 0.124
C 0.100 0.447 -1.095
C -0.917 1.385 -0.489
N -1.510 1.013 0.586
C -0.918 -0.180 1.031
O -1.258 -0.922 1.943
H 2.164 -1.444 -0.073
H 1.309 -1.717 1.549
H -0.595 -0.151 -1.694
H 1.000 0.887 -1.608
H -0.946 2.426 -0.803
*
```

Results
structure (SMILES) = C=C1CC=NC1=O

***

four:
The following is a quantum chemistry calculation of a molecular structure, C5H5NO, from the OMol25 dataset.

The geometry in ORCA input format:
```
! RIJCOSX wB97M-V def2-TZVPD def2/J DEFGRID3
* xyz 0 1
O -0.419 -1.599 0.068
C -0.285 -0.413 0.948
C -0.939 0.762 0.312
C 1.008 0.263 0.439
C 0.052 0.868 -0.594
C -0.322 -1.324 -1.206
N -0.283 -1.355 -2.370
H -0.499 -0.786 1.954
H -1.638 1.475 0.703
H 1.829 -0.396 0.189
H 1.319 1.099 1.079
H 0.177 1.406 -1.522
*
```

***

The relative energies come out as one 93.0; two 74.3; three 0.0; four 62.7, with values in kcal/mol.

***

one:
The following is a quantum chemistry calculation of 2 unconnected molecules or ions with the total composition C5H5NO, from the OMol25 dataset.

The geometry in ORCA input format:
```
! RIJCOSX wB97M-V def2-TZVPD def2/J DEFGRID3
* xyz 0 1
O 0.161 -0.301 2.270
C 0.980 -0.250 1.432
C 2.064 -0.278 0.693
C 2.355 -0.014 -0.577
C -0.641 0.535 -0.630
C -1.811 -0.475 -0.434
N -1.737 0.896 -0.065
H 3.363 -0.102 -0.977
H 1.558 0.308 -1.252
H -1.737 -1.223 0.354
H -2.417 -0.738 -1.298
H -2.138 1.642 0.486
*
```

***

two:
The following is a quantum chemistry calculation of 2 unconnected molecules or ions with the total composition C5H5NO, from the OMol25 dataset.

The geometry in ORCA input format:
```
! RIJCOSX wB97M-V def2-TZVPD def2/J DEFGRID3
* xyz 0 1
N 0.710 -2.056 -1.909
C 0.576 -1.012 -1.429
C 0.399 0.297 -0.825
C 1.359 0.735 0.268
C -0.040 0.404 0.591
C -0.648 -0.310 1.500
O -1.238 -0.835 2.356
H 0.057 1.056 -1.528
H 2.125 0.030 0.578
H 1.635 1.787 0.290
H -2.560 -0.407 0.063
H -2.375 0.311 0.045
*
```

Results
structure (SMILES) = N#C[C@@H]1CC1=C=O.[H][H]

***

The relative energies come out as one 54.1; two 0.0, with values in kcal/mol.

***

one:
The following is a quantum chemistry calculation of a molecular structure, C2H12N2O4, from the OMol25 dataset.

The geometry in ORCA input format:
```
! RIJCOSX wB97M-V def2-TZVPD def2/J DEFGRID3
* xyz 0 1
C 1.320 -1.574 -0.281
N 0.138 -1.986 -0.842
C 0.042 0.941 1.493
N -1.089 0.826 0.668
O 1.005 1.711 1.053
H 1.682 -0.578 -0.554
H 1.854 -2.467 0.032
H 0.054 -1.639 0.302
H -0.130 -1.240 -1.521
H -0.311 1.387 2.462
H -0.995 0.739 -0.369
H 0.435 -0.080 1.721
H -1.216 -2.384 1.576
O -1.170 -1.425 1.685
H 0.372 0.950 -1.764
H 0.934 1.589 -0.434
O 1.139 1.427 -1.383
H -1.774 0.058 -2.713
H -1.643 0.001 0.991
O -1.076 0.226 -2.054
*
```

***

two:
The following is a quantum chemistry calculation of 5 unconnected molecules or ions with the total composition C2H12N2O4, from the OMol25 dataset.

The geometry in ORCA input format:
```
! RIJCOSX wB97M-V def2-TZVPD def2/J DEFGRID3
* xyz 0 1
O -1.799 -0.779 -0.012
C -1.472 0.292 0.647
N -0.591 0.280 1.600
C 0.179 -0.869 1.850
N 1.339 -0.981 1.034
H -1.892 1.290 0.336
H 0.391 2.590 -0.635
H -0.292 -1.855 1.882
H 0.517 -0.622 2.873
H 2.064 -1.169 1.598
H 1.482 -0.036 0.610
H -0.515 -1.279 -2.286
H -0.054 0.136 -2.345
O -0.319 -0.534 -2.932
H 0.738 4.227 -0.510
H 1.108 1.430 -1.022
O -0.030 3.588 -0.290
H -1.079 -1.750 -0.628
H 0.483 -1.688 -0.740
O -0.259 -2.271 -1.031
*
```

***

The relative energies come out as one 43.2; two 0.0, with values in kcal/mol.

***

one:
The following is a quantum chemistry calculation of a gas-phase ion, C4H11N2S2 (charge +1), from the OMol25 dataset.

The geometry in ORCA input format:
```
! RIJCOSX wB97M-V def2-TZVPD def2/J DEFGRID3
* xyz 1 1
C -0.399 -0.683 -1.443
C 0.095 -0.576 0.027
N 0.308 -1.849 0.609
C -0.932 0.273 0.808
N -1.262 1.581 0.265
C 1.478 0.312 -0.068
S 1.588 1.968 -0.165
S 2.837 -0.705 0.036
H -1.435 -0.501 -1.371
H 0.166 -0.052 -2.247
H -0.231 -1.708 -1.644
H 0.546 -1.705 1.563
H -0.414 -2.531 0.441
H -1.693 -0.473 0.958
H -0.634 0.378 1.755
H -1.572 1.639 -0.687
H -0.369 2.201 0.004
H -1.862 2.228 0.753
H 3.785 0.203 0.404
*
```

Results
structure (SMILES) = C[C@](N)(C[NH3+])C(=S)S

***

two:
The following is a quantum chemistry calculation of a molecular structure, C4H11N2S2, from the OMol25 dataset.

The geometry in ORCA input format:
```
! RIJCOSX wB97M-V def2-TZVPD def2/J DEFGRID3
* xyz 1 1
C 1.274 -0.492 0.141
C 1.122 0.197 1.963
C -1.747 0.188 -1.181
C -1.201 -0.734 -0.009
N -0.659 1.112 -1.622
N 0.137 -1.181 -0.320
S 1.325 1.269 0.555
S 2.438 0.081 3.093
H 2.205 -0.986 -0.046
H 0.200 0.105 2.465
H -2.230 -0.388 -1.928
H -2.575 0.687 -0.748
H -1.911 -1.666 0.009
H -1.164 -0.241 0.984
H -0.021 0.800 -2.441
H -0.767 1.994 -2.100
H -0.081 1.257 -0.646
H 0.361 -2.235 -0.287
H 3.294 0.233 2.118
*
```

***

The relative energies come out as one 0.0; two 42.8, with values in kcal/mol.

***

one:
The following is a quantum chemistry calculation of 6 unconnected molecules or ions with the total composition H12O6, from the OMol25 dataset.

The geometry in ORCA input format:
```
! RIJCOSX wB97M-V def2-TZVPD def2/J DEFGRID3
* xyz 0 1
O 0.389 0.001 0.266
H 0.362 0.422 -0.601
H -0.422 0.296 0.695
O 3.327 -1.909 -2.389
H 3.794 -2.610 -1.919
H 2.534 -1.761 -1.862
O 2.090 4.691 0.220
H 1.201 4.725 0.589
H 2.227 3.757 0.022
O -3.609 2.180 -0.234
H -3.577 2.670 -1.063
H -4.528 2.257 0.049
O -4.236 -2.546 -0.273
H -4.085 -3.459 -0.005
H -3.530 -2.054 0.162
O 2.152 -2.386 2.402
H 2.816 -1.690 2.457
H 2.306 -2.789 1.540
*
```

Results
structure (SMILES) = O.O.O.O.O.O

***

two:
The following is a quantum chemistry calculation of 6 unconnected molecules or ions with the total composition H12O6, from the OMol25 dataset.

The geometry in ORCA input format:
```
! RIJCOSX wB97M-V def2-TZVPD def2/J DEFGRID3
* xyz 0 1
O -1.549 3.081 0.743
H -1.270 2.252 0.354
H -1.245 3.035 1.649
O 3.432 -0.475 0.250
H 2.881 -1.094 -0.230
H 3.734 0.143 -0.416
O -2.459 -0.712 2.313
H -1.897 -0.729 1.538
H -3.068 -1.440 2.184
O -0.804 0.931 -0.654
H 0.124 1.155 -0.586
H -1.071 1.271 -1.509
O 1.730 -1.329 -1.626
H 1.884 -0.445 -1.960
H 1.083 -1.702 -2.224
O -0.780 -1.572 0.148
H -0.892 -0.670 -0.153
H 0.169 -1.698 0.177
*
```

Results
structure (SMILES) = O.O.O.O.O.O

***

The relative energies come out as one 5.7; two 0.0, with values in kcal/mol.